No. 1
Computed, not measured: a molecular structure, C18H18Cl5S3Ti, with ωB97M-V with the def2-TZVPD basis set.

Values from the calculation:
Orbital gap (alpha / beta) (eV): 5.30 / 5.30
Energy above the lowest of the compared OMol25 structures with the same formula, charge and spin (eV): 1.152
Electronic energy (Eh): -5040.6347
Lowest unoccupied orbital energy (alpha / beta) (eV): -12.283 / -12.283
HOMO level (alpha / beta) (eV): -17.5793 / -17.5793

ORCA input file:
```
! RIJCOSX wB97M-V def2-TZVPD def2/J DEFGRID3
* xyz 3 1
Ti -0.21 0.51 0.72
C -1.09 0.58 3.12
C -0.22 1.66 2.93
C -0.52 2.64 1.97
C -1.69 2.53 1.21
C -2.53 1.42 1.37
C -2.23 0.45 2.33
H -0.91 -0.12 3.94
H 0.62 1.81 3.60
H 0.08 3.54 1.92
H -1.99 3.35 0.56
H -3.46 1.37 0.82
H -2.94 -0.35 2.53
C 2.36 -0.91 -1.62
C 3.03 0.32 -1.02
S 2.02 1.46 0.02
C 1.53 2.85 -1.06
C 0.60 2.45 -2.18
S -0.85 1.48 -1.57
C -1.10 0.28 -2.93
C -0.21 -0.96 -2.94
S 1.57 -0.67 -3.26
H 1.63 -1.35 -0.94
H 3.14 -1.65 -1.80
H 3.49 0.96 -1.78
H 3.82 0.00 -0.33
H 2.45 3.28 -1.46
H 1.09 3.59 -0.39
H 1.10 1.84 -2.92
H 0.19 3.34 -2.66
H -0.99 0.87 -3.84
H -2.14 -0.01 -2.84
H -0.54 -1.58 -3.77
H -0.31 -1.55 -2.03
Cl -2.70 -1.53 -0.48
C -1.44 -2.28 0.43
C -0.35 -1.46 0.78
C 0.62 -2.01 1.60
Cl 1.76 -0.81 2.16
C 0.63 -3.32 2.03
Cl 1.86 -3.91 3.05
C -0.43 -4.15 1.59
Cl -0.45 -5.77 2.01
C -1.48 -3.61 0.80
Cl -2.79 -4.60 0.31
*
```

Atomic partial charges in e from the Löwdin method, atoms 1 to 8: Ti 0.751; C -0.050; C -0.084; C -0.085; C -0.095; C -0.070; C -0.042; H 0.158

No. 2
Computed, not measured: a molecular structure, C45H41F3FeNOP3S2, with ωB97M-V with the def2-TZVPD basis set.

Values from the calculation:
Orbital gap (alpha / beta) (eV): 8.45 / 5.96
Energy above the lowest of the compared OMol25 structures with the same formula, charge and spin (eV): 0.000
Electronic energy (Eh): -5252.8582
Lowest unoccupied orbital energy (alpha / beta) (eV): -2.117 / -4.727
HOMO level (alpha / beta) (eV): -10.5715 / -10.6863

ORCA input file:
```
! RIJCOSX wB97M-V def2-TZVPD def2/J DEFGRID3
* xyz 1 6
Fe -1.08 -0.31 -0.43
O 2.64 -1.21 3.31
S 2.13 -0.63 2.01
C 3.58 -0.73 0.96
C 4.80 -0.89 1.57
C 5.96 -0.92 0.79
C 5.85 -0.83 -0.61
C 4.60 -0.80 -1.21
C 3.45 -0.71 -0.41
P 1.83 -0.50 -1.19
C 2.24 0.96 -2.17
C 2.80 1.06 -3.46
C 2.89 2.30 -4.08
C 2.71 3.48 -3.35
C 2.34 3.41 -2.02
C 2.17 2.16 -1.42
C 1.95 -1.81 -2.43
C 1.50 -1.68 -3.75
C 1.65 -2.74 -4.65
C 2.26 -3.91 -4.28
C 2.68 -4.06 -2.94
C 2.56 -3.03 -2.03
C 2.02 1.14 2.40
C 3.15 1.63 3.01
C 3.18 2.95 3.49
C 2.04 3.72 3.33
C 0.87 3.22 2.78
C 0.86 1.90 2.28
P -0.68 1.10 1.67
C -1.49 0.52 3.17
C -1.55 1.21 4.39
C -2.28 0.73 5.47
C -2.95 -0.48 5.37
C -2.92 -1.19 4.17
C -2.16 -0.70 3.09
C -1.61 2.62 1.20
C -1.04 3.42 0.20
C -1.66 4.58 -0.28
C -2.90 4.97 0.25
C -3.46 4.24 1.29
C -2.83 3.03 1.73
H 4.86 -1.00 2.67
H 6.95 -0.97 1.24
H 6.73 -0.85 -1.23
H 4.50 -0.79 -2.28
H 3.16 0.17 -3.98
H 3.05 2.36 -5.15
H 2.84 4.46 -3.91
H 2.26 4.30 -1.38
H 2.02 2.11 -0.34
H 1.02 -0.78 -4.12
H 1.25 -2.64 -5.68
H 2.32 -4.75 -4.98
H 3.06 -5.00 -2.59
H 2.88 -3.18 -1.00
H 3.98 0.92 3.15
H 4.05 3.33 4.02
H 2.00 4.72 3.79
H -0.04 3.78 2.79
H -0.97 2.14 4.52
H -2.35 1.32 6.39
H -3.52 -0.82 6.24
H -3.46 -2.15 4.12
H -2.05 -1.38 2.23
H -0.06 3.16 -0.23
H -1.27 5.18 -1.09
H -3.41 5.85 -0.13
H -4.34 4.57 1.84
H -3.33 2.45 2.50
S -1.37 0.61 -2.59
C -1.55 -1.10 -2.79
C -2.06 -1.75 -3.93
C -2.15 -3.13 -3.95
C -1.69 -3.86 -2.85
C -1.19 -3.21 -1.75
N -1.13 -1.86 -1.71
H -2.47 -1.17 -4.75
H -2.56 -3.64 -4.83
H -1.76 -4.94 -2.87
H -0.79 -3.74 -0.88
F 0.84 -4.46 1.26
C 0.02 -3.36 1.50
F -1.20 -3.86 1.66
F 0.36 -2.82 2.72
C -4.30 -2.44 0.56
P -3.65 -0.75 0.19
C -4.52 -0.50 -1.43
C -4.77 0.34 1.18
H -5.40 -2.50 0.42
H -4.05 -2.73 1.60
H -3.80 -3.17 -0.12
H -5.63 -0.46 -1.29
H -4.24 -1.36 -2.06
H -4.19 0.41 -1.96
H -5.81 -0.04 1.12
H -4.73 1.36 0.75
H -4.49 0.39 2.24
*
```

Atomic partial charges in e from the Löwdin method, atoms 1 to 8: Fe 0.333; O -0.486; S 0.924; C -0.383; C -0.075; C -0.034; C -0.038; C -0.064

No. 3
Computed, not measured: a molecular structure, C24H35F4GaO23P, with ωB97M-V with the def2-TZVPD basis set.

Values from the calculation:
Orbital gap (eV): 5.48
Electronic energy (Eh): -5331.8406
Lowest unoccupied orbital energy (eV): 1.581
HOMO level (eV): -3.8955

ORCA input file:
```
! RIJCOSX wB97M-V def2-TZVPD def2/J DEFGRID3
* xyz -1 1
C -1.35 1.25 -2.36
P 0.31 0.70 -2.99
O 0.20 -0.96 -3.32
Ga 1.51 0.88 -0.94
F 3.03 -0.15 -1.00
C 0.26 0.22 0.56
O 0.97 -0.41 1.69
C 0.24 -0.75 2.71
F -0.78 -1.60 2.42
F -0.34 0.29 3.37
F 1.01 -1.39 3.62
H -1.65 0.61 -1.52
H -1.18 2.24 -1.93
H -2.12 1.26 -3.14
H 0.05 -1.47 -2.51
H 1.80 2.43 -0.70
H -0.36 1.05 0.91
H -0.42 -0.54 0.15
C -4.31 4.61 -0.86
C -4.11 5.88 -1.65
O -2.71 6.13 -1.47
C -2.10 4.94 -1.19
O -0.93 4.78 -1.16
O -3.03 3.98 -0.96
H -5.08 3.96 -1.28
H -4.54 4.79 0.19
H -4.32 5.75 -2.71
H -4.69 6.72 -1.27
C 1.08 -3.24 6.36
C 2.23 -2.34 6.74
O 2.59 -2.85 8.04
C 2.17 -4.14 8.12
O 2.46 -4.89 9.00
O 1.38 -4.45 7.07
H 1.02 -3.43 5.29
H 0.11 -2.86 6.71
H 3.08 -2.44 6.07
H 1.96 -1.29 6.82
C -3.22 -2.47 -7.01
C -2.94 -3.07 -5.65
O -2.14 -2.07 -5.03
C -2.40 -0.88 -5.62
O -2.06 0.18 -5.22
O -3.16 -1.07 -6.74
H -4.19 -2.74 -7.41
H -2.45 -2.72 -7.74
H -3.84 -3.21 -5.06
H -2.39 -4.01 -5.70
C -6.02 -4.41 -1.33
C -4.77 -3.87 -1.98
O -4.83 -4.47 -3.29
C -6.12 -4.77 -3.56
O -6.52 -5.11 -4.63
O -6.88 -4.62 -2.46
H -6.48 -3.72 -0.63
H -5.85 -5.37 -0.84
H -4.78 -2.79 -2.09
H -3.85 -4.17 -1.48
C -4.45 9.68 1.95
C -5.13 10.01 0.63
O -5.43 8.71 0.11
C -5.48 7.84 1.14
O -5.85 6.71 1.05
O -5.04 8.42 2.28
H -4.65 10.40 2.73
H -3.37 9.54 1.84
H -6.07 10.55 0.77
H -4.50 10.56 -0.06
C 5.49 -2.36 -0.73
C 5.80 -1.09 -1.48
O 7.22 -0.96 -1.28
C 7.72 -2.18 -1.02
O 8.89 -2.44 -0.97
O 6.74 -3.08 -0.81
H 4.69 -2.95 -1.17
H 5.26 -2.18 0.32
H 5.61 -1.19 -2.55
H 5.26 -0.23 -1.10
C 8.50 -3.47 2.03
C 9.76 -3.60 2.86
O 9.60 -2.56 3.83
C 8.27 -2.30 3.95
O 7.80 -1.61 4.80
O 7.57 -2.92 2.98
H 8.14 -4.41 1.64
H 8.62 -2.77 1.20
H 9.82 -4.56 3.38
H 10.67 -3.45 2.29
*
```

Atomic partial charges in e from the Löwdin method, atoms 1 to 8: C -0.373; P 0.667; O -0.451; Ga 0.273; F -0.389; C -0.233; O -0.030; C -0.743

No. 4
Computed, not measured: a single C4H7NO molecule, with ωB97M-V with the def2-TZVPD basis set.

Values from the calculation:
SMILES: CCOC1=NC1
Orbital gap (eV): 10.95
Energy above the lowest of the compared OMol25 structures with the same formula, charge and spin (eV): 2.904
Electronic energy (Eh): -286.5249
Lowest unoccupied orbital energy (eV): 1.040
HOMO level (eV): -9.9074

ORCA input file:
```
! RIJCOSX wB97M-V def2-TZVPD def2/J DEFGRID3
* xyz 0 1
C 1.85 0.05 -0.86
C 0.39 -0.24 -1.12
O -0.26 -0.93 -0.03
C -0.87 -0.14 0.84
N -0.83 1.01 1.34
C -2.01 0.07 1.66
H 2.39 -0.87 -0.62
H 2.30 0.47 -1.77
H 1.98 0.77 -0.05
H 0.27 -0.92 -1.96
H -0.16 0.69 -1.32
H -2.07 -0.34 2.67
H -2.97 0.36 1.23
*
```

Atomic partial charges in e from the Löwdin method, atoms 1 to 8: C -0.072; C -0.220; O 0.004; C -0.467; N 0.175; C -0.066; H 0.080; H 0.080

No. 5
Computed, not measured: a molecular structure, C53H50ClFO2PbS2Se, with ωB97M-V with the def2-TZVPD basis set.

Values from the calculation:
Orbital gap (eV): 6.43
Energy above the lowest of the compared OMol25 structures with the same formula, charge and spin (eV): 0.990
Electronic energy (Eh): -6150.7783
Lowest unoccupied orbital energy (eV): -0.135
HOMO level (eV): -6.5611

ORCA input file:
```
! RIJCOSX wB97M-V def2-TZVPD def2/J DEFGRID3
* xyz 0 1
Pb -0.07 -1.56 1.84
C 0.25 -2.43 6.04
C -0.16 -1.21 5.28
C -1.47 -1.18 4.85
C -2.36 -2.40 5.11
C -1.95 -0.03 4.16
C -3.37 -0.01 3.73
C -1.09 1.05 3.93
C -1.68 2.29 3.31
C 0.30 0.90 4.23
C 1.25 1.84 3.62
C 0.71 -0.19 4.96
C 2.18 -0.28 5.36
H 0.00 -2.40 7.09
H 1.28 -2.68 5.89
H -0.27 -3.32 5.63
H -1.98 -3.29 4.59
H -3.38 -2.13 4.74
H -2.36 -2.62 6.16
H -4.09 0.17 4.54
H -3.62 -0.97 3.26
H -3.56 0.76 2.93
H -1.90 2.27 2.25
H -1.08 3.18 3.46
H -2.61 2.56 3.83
H 1.71 2.44 4.41
H 0.84 2.43 2.81
H 2.11 1.30 3.19
H 2.72 -1.01 4.70
H 2.22 -0.60 6.41
H 2.66 0.68 5.20
C -7.95 2.60 -1.43
C -6.57 2.03 -1.30
C -5.39 2.83 -1.41
C -4.13 2.33 -1.30
C -3.96 0.98 -0.98
C -5.05 0.13 -0.81
C -6.35 0.69 -0.97
S -2.31 0.37 -0.62
O -1.55 1.38 0.13
C -1.70 0.36 -2.34
C -2.40 -0.53 -3.23
C -1.88 -0.96 -4.37
C -0.60 -0.49 -4.74
C -0.02 -0.87 -5.96
C 1.10 -0.30 -6.46
C 1.79 0.64 -5.67
C 1.33 0.97 -4.43
C 0.12 0.45 -3.94
C -0.43 0.80 -2.68
C 0.28 1.78 -1.78
C -0.09 3.14 -1.80
C -0.97 3.62 -2.75
C -1.42 4.95 -2.69
C -0.97 5.87 -1.68
C -0.11 5.36 -0.76
C 0.37 4.02 -0.78
C 1.26 3.55 0.22
C 1.73 2.25 0.14
C 1.27 1.38 -0.84
S 1.57 -0.38 -0.77
O 1.90 -0.65 0.68
C 2.96 -0.67 -1.80
C 2.72 -1.69 -2.77
C 3.73 -2.17 -3.60
C 5.04 -1.72 -3.42
C 6.18 -2.26 -4.22
C 5.27 -0.67 -2.47
C 4.24 -0.12 -1.74
H -8.60 1.91 -0.94
H -8.28 2.69 -2.46
H -8.00 3.58 -0.96
H -5.57 3.90 -1.59
H -3.23 2.91 -1.36
H -4.97 -0.93 -0.59
H -7.24 0.06 -0.93
H -3.40 -0.84 -2.86
H -2.44 -1.67 -4.98
H -0.61 -1.49 -6.59
H 1.44 -0.64 -7.42
H 2.77 0.98 -5.95
H 1.93 1.69 -3.88
H -1.34 3.03 -3.58
H -2.16 5.19 -3.44
H -1.19 6.88 -1.72
H 0.36 5.95 0.04
H 1.64 4.16 1.08
H 2.48 1.87 0.84
H 1.71 -2.04 -2.83
H 3.53 -3.00 -4.38
H 6.19 -3.36 -4.34
H 7.11 -1.95 -3.84
H 6.18 -1.93 -5.26
H 6.23 -0.30 -2.38
H 4.52 0.65 -0.98
Cl -2.40 -3.57 0.87
Se -0.86 -2.82 -0.53
F 5.94 -4.25 -0.05
C 4.75 -3.97 0.49
C 3.62 -4.45 -0.12
C 2.41 -4.30 0.49
C 2.27 -3.64 1.72
C 0.99 -3.53 2.48
C 3.45 -3.07 2.25
C 4.70 -3.24 1.66
H 3.76 -4.93 -1.12
H 1.56 -4.75 -0.02
H 1.17 -3.53 3.56
H 0.32 -4.33 2.13
H 3.43 -2.57 3.20
H 5.58 -2.91 2.15
*
```

Atomic partial charges in e from the Löwdin method, atoms 1 to 8: Pb 1.091; C -0.049; C -0.247; C -0.225; C -0.031; C -0.247; C -0.054; C -0.191

No. 6
Computed, not measured: 6 unconnected molecules or ions with the total composition C3H18NO6S, with ωB97M-V with the def2-TZVPD basis set.

Values from the calculation:
Orbital gap (eV): 7.12
Energy above the lowest of the compared OMol25 structures with the same formula, charge and spin (eV): 1.374
Electronic energy (Eh): -1029.4552
Lowest unoccupied orbital energy (eV): 2.893
HOMO level (eV): -4.2269

ORCA input file:
```
! RIJCOSX wB97M-V def2-TZVPD def2/J DEFGRID3
* xyz -1 1
C -1.25 0.86 -0.28
C -1.64 2.26 0.31
S -3.38 2.46 0.96
N -0.20 0.24 0.46
C -0.79 -0.78 1.54
O -0.66 -1.90 0.84
H -1.03 1.19 -1.31
H -2.25 0.23 -0.26
H -1.14 2.51 1.32
H -1.44 3.11 -0.40
H -3.98 1.98 -0.05
H 0.46 -0.38 -0.06
H -1.71 -0.56 1.83
H 0.10 -0.70 2.25
H -3.14 -3.03 1.83
H -2.18 -2.71 0.71
O -2.62 -3.52 1.20
H 3.53 -0.59 -0.63
H 2.22 -1.33 -0.67
O 2.71 -0.59 -1.13
H 1.72 -3.05 0.58
H 0.47 -2.43 0.06
O 1.36 -2.76 -0.24
H 2.42 0.88 -3.04
H 3.01 2.13 -2.32
O 2.82 1.82 -3.17
H 2.23 0.89 -0.59
H 1.82 2.06 0.39
O 2.51 1.71 -0.12
*
```

Atomic partial charges in e from the Löwdin method, atoms 1 to 8: C -0.335; C -0.530; S 0.629; N -0.066; C -0.329; O -0.308; H 0.101; H 0.118

No. 7
Computed, not measured: 3 unconnected molecules or ions with the total composition C21H51ClN9O5P2, with ωB97M-V with the def2-TZVPD basis set.

Values from the calculation:
Orbital gap (eV): 4.08
Electronic energy (Eh): -2841.9211
Lowest unoccupied orbital energy (eV): -4.899
HOMO level (eV): -8.9811

ORCA input file:
```
! RIJCOSX wB97M-V def2-TZVPD def2/J DEFGRID3
* xyz 1 1
C -4.47 1.79 4.39
C -5.34 2.20 3.02
O -4.60 2.81 2.05
O -6.80 1.97 2.92
C -7.08 0.52 2.68
C -7.31 -0.32 4.07
C -7.53 -1.93 3.88
C -6.69 -2.62 5.15
N -6.48 -4.04 4.56
C -6.06 -3.67 3.15
N -4.98 -4.18 2.46
C -4.12 -5.23 3.16
C -3.12 -5.94 2.03
O -3.28 -7.25 1.75
Cl -1.87 -4.81 1.24
N -7.07 -2.64 2.62
H -4.25 0.64 4.30
H -3.50 2.43 4.50
H -5.17 1.92 5.34
H -6.08 0.10 2.17
H -7.95 0.39 1.89
H -8.30 0.10 4.56
H -6.42 -0.17 4.82
H -8.66 -2.20 4.13
H -7.21 -2.56 6.22
H -5.57 -2.22 5.21
H -7.41 -4.50 4.63
H -4.81 -3.82 1.49
H -3.46 -4.63 3.95
H -4.74 -6.02 3.77
H -6.40 -2.10 1.99
O 0.85 4.61 0.75
P 0.27 3.78 -0.42
N -1.09 3.30 0.52
C -1.87 2.07 0.40
C -2.01 4.39 0.88
N 1.51 2.59 -0.26
C 1.33 1.38 0.52
C 2.86 3.10 -0.01
N -0.40 2.83 -1.77
C 0.53 2.20 -2.72
C -1.27 3.70 -2.59
H -2.54 2.09 -0.46
H -2.49 1.93 1.29
H -1.26 1.18 0.34
H -2.73 4.57 0.08
H -1.48 5.33 1.06
H -2.55 4.16 1.80
H 0.98 1.59 1.54
H 2.25 0.79 0.60
H 0.63 0.70 0.03
H 3.01 3.35 1.05
H 3.05 4.00 -0.60
H 3.62 2.37 -0.30
H 1.27 2.92 -3.09
H -0.01 1.79 -3.59
H 1.04 1.34 -2.29
H -0.69 4.49 -3.08
H -2.04 4.19 -1.98
H -1.81 3.12 -3.35
O 6.25 -3.15 -2.42
P 5.92 -1.65 -2.57
N 5.36 -1.87 -4.18
C 5.38 -0.90 -5.27
C 4.13 -2.66 -4.30
N 7.59 -1.24 -2.62
C 8.32 -1.07 -3.87
C 8.46 -1.96 -1.68
N 5.54 0.08 -2.73
C 6.37 1.06 -2.00
C 4.16 0.32 -2.27
H 4.60 -0.13 -5.16
H 5.19 -1.40 -6.23
H 6.33 -0.40 -5.39
H 3.24 -2.04 -4.16
H 4.09 -3.46 -3.55
H 4.06 -3.15 -5.28
H 8.21 -1.93 -4.53
H 9.39 -0.92 -3.70
H 8.00 -0.16 -4.38
H 8.73 -2.96 -2.05
H 7.96 -2.08 -0.71
H 9.38 -1.41 -1.48
H 6.47 0.79 -0.94
H 5.93 2.07 -2.05
H 7.36 1.17 -2.44
H 4.06 0.13 -1.20
H 3.45 -0.32 -2.79
H 3.84 1.35 -2.48
*
```

Atomic partial charges in e from the Löwdin method, atoms 1 to 8: C -0.018; C -0.253; O -0.025; O -0.102; C -0.159; C -0.115; C -0.270; C -0.117